This record from OMol25 describes a molecular structure, C12H15KN4 in a non-equilibrium geometry. The level of theory is ωB97M-V/def2-TZVPD.

Each line ends with the Mulliken charge.
Atoms and positions in Å:
K 0.27358 2.23792 -1.88667  0.755
N 1.54154 -2.66244 -1.59326  -0.096
C 2.87232 -2.29359 -1.58627  -0.433
C 2.91133 -0.93245 -1.80744  -0.400
N 1.63779 -0.45245 -2.03029  -0.168
C 0.83874 -1.49117 -1.81199  0.001
C -0.66466 -1.37968 -1.99436  0.187
N -1.32516 -0.26131 -2.42583  -0.206
C -2.64183 -0.70411 -2.57967  -0.343
C -2.78454 -2.02298 -2.19316  -0.438
N -1.49455 -2.45915 -1.91857  -0.070
H 1.19868 -3.61205 -1.34248  0.240
H 3.70098 -3.01396 -1.42107  0.362
H 3.73289 -0.24463 -1.80454  0.426
H -3.39304 -0.01872 -2.98490  0.389
H -3.59404 -2.74199 -2.28974  0.372
H -1.26161 -3.38273 -1.53778  0.233
C 0.14944 2.58841 3.36332  -1.666
C -0.07592 1.76193 2.06274  2.295
C -1.56711 1.24344 1.86081  -1.402
C 0.87859 0.56799 2.09086  -1.307
C 0.22726 2.71263 1.04517  -0.238
C 0.57292 3.63190 0.21467  -1.471
H -0.25504 2.06440 4.24844  0.380
H -0.36831 3.55214 3.21914  0.377
H 1.19395 2.95309 3.47735  0.368
H -1.84017 0.50050 2.55345  0.416
H -1.64521 0.88944 0.83234  0.213
H -2.27146 2.08735 1.96665  0.354
H 0.79738 -0.07178 3.00834  0.313
H 1.85442 1.03849 2.04351  0.377
H 0.80083 -0.08445 1.22123  0.184

Cartesian forces (eV/Å) of the 6 atoms listed first:
0.0 -0.4 -0.5
-0.3 0.2 0.3
1.1 0.1 0.3
-0.7 -0.8 -0.2
-0.4 -1.2 1.1
-1.3 0.5 -0.9

As for the total charge: 0. The calculation puts the LUMO energy at -0.00736 hartree. The value obtained for the HOMO-LUMO gap is 6.73 eV.

=====

This record from OMol25 describes a single C12H15O2P molecule in a non-equilibrium geometry. The level of theory is ωB97M-V/def2-TZVPD.

Each line ends with the Mulliken charge.
Atoms and positions in Å:
C -3.95089 -0.40746 0.15612  -1.768
C -2.50306 0.02938 0.22433  1.889
C -1.69453 0.09782 1.54215  -1.719
C -2.48772 1.32346 -0.54290  -2.278
P -1.46046 -1.17335 -0.64968  0.268
O -1.63197 -2.52238 -0.11040  -0.703
C 0.23289 -0.63980 -0.67394  0.601
C 1.08683 0.18737 -1.40183  -1.024
C 2.33358 0.07024 -0.81183  0.963
C 3.54055 0.73935 -1.06022  -0.547
C 4.59143 0.65568 -0.19775  -0.499
C 4.45268 -0.20649 0.89695  -0.518
C 3.24037 -0.87626 1.20338  -0.805
C 2.15610 -0.76210 0.29786  0.042
O 0.91034 -1.25725 0.35525  -0.294
H -4.34054 -0.25881 -0.91523  0.372
H -4.08682 -1.31291 0.66178  0.418
H -4.65092 0.26359 0.60001  0.495
H -0.85474 0.71734 1.46819  0.404
H -1.50427 -0.98986 1.97271  0.354
H -2.34969 0.67749 2.24870  0.428
H -1.57575 1.79858 -0.47476  0.556
H -2.51373 1.18596 -1.53408  0.669
H -3.23498 2.04069 -0.33100  0.415
H -1.87797 -1.08652 -1.94116  0.047
H 0.60260 0.66304 -2.18955  0.589
H 3.74398 1.46239 -1.83385  0.340
H 5.43018 1.20272 -0.42017  0.494
H 5.36489 -0.12437 1.42522  0.342
H 3.03161 -1.49753 2.03571  0.469

Cartesian forces (eV/Å) of the 6 atoms listed first:
-0.2 0.9 -1.3
1.0 0.6 -0.7
-3.5 -1.6 2.1
0.5 0.1 2.2
-1.3 -0.2 -0.2
0.2 -1.1 0.5

The value obtained for the energy above the lowest of the compared OMol25 structures with the same formula, charge and spin is 4.03 kcal/mol. As for the total charge: 0. The calculation puts the LUMO energy at 0.01237 hartree. The value obtained for the HOMO-LUMO gap is 9.00 eV. The structure (SMILES) is CC(C)(C)[P@H](=O)c1cc2ccccc2o1.

=====

This record from OMol25 describes a gas-phase ion, C12H15O3 (charge -1) in a non-equilibrium geometry. The level of theory is ωB97M-V/def2-TZVPD.

Each line ends with the Mulliken charge.
Atoms and positions in Å:
C -0.85933 2.02594 3.55920  -1.037
C -0.89064 1.16762 2.20515  0.635
C -2.27509 0.77896 1.63911  -0.756
C -2.30643 -0.06023 0.31590  -0.685
C -0.97208 -0.49685 -0.33073  0.299
C -1.08600 -1.36786 -1.69371  0.323
C -0.41615 -2.82930 -1.38634  -1.119
C -0.35781 -0.61131 -2.93724  -1.171
C 0.44245 -0.12846 0.26301  0.855
O 1.56490 -0.63717 -0.43901  -0.272
C 2.79503 0.06009 -0.10619  -0.470
C 2.84697 1.50470 -0.83847  0.599
O 3.11593 1.46146 -2.10037  -0.685
O 2.62275 2.69070 -0.15087  -0.725
C 0.46662 0.73721 1.54389  -0.732
H -0.31074 3.01180 3.39515  0.272
H -0.37038 1.38021 4.38658  0.259
H -1.92758 2.23424 3.93935  0.282
H -3.22457 1.11226 2.19385  0.154
H -3.29524 -0.37053 -0.15101  0.202
H -2.19227 -1.47874 -2.01191  0.493
H 0.32997 -3.15290 -2.18525  0.289
H -1.29631 -3.58194 -1.36237  0.261
H 0.06768 -2.74455 -0.34108  0.271
H -0.21576 0.50472 -2.72961  0.257
H 0.62359 -1.13859 -3.21898  0.270
H -1.02573 -0.68297 -3.88259  0.310
H 3.64804 -0.55334 -0.59161  0.270
H 3.03749 0.10182 1.00938  0.279
H 1.46068 1.06301 2.00680  0.071

Cartesian forces (eV/Å) of the 6 atoms listed first:
-0.2 -1.0 -0.3
-0.6 -1.4 -1.9
3.6 -1.0 -1.8
3.8 1.0 2.0
-1.1 1.0 1.2
1.0 0.5 0.3

The value obtained for the energy above the lowest of the compared OMol25 structures with the same formula, charge and spin is 48.07 kcal/mol. As for the total charge: -1. The calculation puts the LUMO energy at 0.11949 hartree. The value obtained for the HOMO-LUMO gap is 7.49 eV. The structure (SMILES) is Cc1ccc(C(C)C)c(OCC(=O)[O-])c1.

=====

This record from OMol25 describes a molecular structure, C12H16AuF3NO3PS5 in a non-equilibrium geometry. The level of theory is ωB97M-V/def2-TZVPD.

Each line ends with the Mulliken charge.
Atoms and positions in Å:
Au 0.64810 -1.41772 -0.33667  0.138
F 5.92738 -4.21308 -1.47807  -0.274
C 5.13726 -4.19332 -0.35808  0.736
F 5.94504 -4.50508 0.70752  -0.276
F 4.25687 -5.19362 -0.47863  -0.294
C 4.52879 -2.84479 -0.24005  0.006
C 5.47527 -1.74768 -0.15079  -0.907
C 4.94557 -0.46263 -0.04392  -0.542
C 3.58909 -0.25115 -0.10964  0.055
N 2.69191 -1.33977 -0.14629  -0.413
C 3.18340 -2.60505 -0.20786  1.020
S 1.81275 -3.72406 -0.32439  -0.382
H 6.56117 -1.95899 -0.13323  0.312
H 5.59791 0.42378 -0.00032  0.314
H 3.20661 0.72706 -0.11859  0.124
C -5.51626 1.23874 -1.71688  -1.115
C -4.46377 0.14304 -1.78208  -0.390
O -4.11790 -0.26244 -0.46158  -0.358
P -2.60821 -0.07173 0.11903  0.602
S -2.01868 1.77051 -0.07118  -0.374
S -1.61322 -1.61571 -0.85750  -0.460
O -2.81731 -0.39977 1.70131  -0.276
C -3.48393 -1.64786 2.07312  -0.114
C -3.01714 -2.02904 3.45193  -1.219
H -5.84491 1.48189 -2.74388  0.376
H -5.12454 2.14705 -1.29187  0.247
H -6.32509 0.90037 -1.12051  0.305
H -3.55451 0.43721 -2.33427  0.374
H -4.88622 -0.74349 -2.24487  0.324
H -3.18299 -2.40532 1.36397  0.365
H -4.58067 -1.44938 1.99561  0.230
H -1.91336 -1.99606 3.47884  0.280
H -3.39102 -3.00444 3.68545  0.393
H -3.34756 -1.31059 4.21213  0.298
C 0.56836 6.29430 -0.78808  -0.734
O 0.38301 4.90972 -0.48871  -0.242
C 1.38656 4.10359 -0.21110  0.301
S 3.01788 4.50410 0.00973  -0.301
S 1.08152 2.46917 0.06327  -0.019
H -0.35653 6.60477 -1.23975  0.223
H 1.41740 6.38481 -1.48624  0.332
H 0.80197 6.85262 0.10313  0.331

Cartesian forces (eV/Å) of the 6 atoms listed first:
0.1 0.0 -0.2
0.1 -0.5 0.5
-0.2 0.8 -0.1
-0.2 0.0 -0.7
0.1 -0.2 0.0
0.3 -0.2 0.4

As for the total charge: -1. The calculation puts the LUMO energy (alpha / beta) at 0.09012 / 0.01460 hartree. The value obtained for the HOMO-LUMO gap (alpha / beta) is 4.61 / 5.64 eV. The spin multiplicity is 4.

=====

This record from OMol25 describes a single C12H16BBrN4O2 molecule in a non-equilibrium geometry. The level of theory is ωB97M-V/def2-TZVPD.

Each line ends with the Mulliken charge.
Atoms and positions in Å:
H -3.10564 2.39055 1.84206  0.308
N -2.12535 2.56274 1.51112  -0.652
C -1.33255 1.62407 2.17897  0.278
C -2.12614 0.60306 3.20021  -1.064
C 0.28329 1.58972 1.85675  -0.589
C 0.66755 0.66328 0.52496  0.505
B 1.37846 1.73963 -0.49677  0.889
N 2.54001 2.67332 -0.07675  -0.758
O 0.94783 1.90746 -1.93017  -0.607
C 1.83555 -0.38607 1.08861  -0.802
Br 3.39733 -0.77785 -0.16396  -0.163
N 1.09006 -1.63771 1.59621  -0.215
C -0.38563 -1.49771 1.16734  0.014
O -1.46235 -2.17380 1.60131  -0.612
C -0.53279 -0.31732 -0.00826  0.045
C -0.33418 -1.20583 -1.37289  0.127
C -1.16975 -0.78248 -2.70208  -0.415
C -1.15358 -1.56693 -4.16564  -0.429
C -0.14953 -2.90479 -4.10759  -0.351
C 0.61045 -3.14622 -2.68790  -0.150
N 0.55542 -2.40159 -1.39817  -0.267
H -1.37039 -0.21735 3.61660  0.225
H -2.89940 0.00317 2.51652  0.302
H -2.72168 1.14746 4.05060  0.373
H 0.81284 1.20790 2.83233  0.255
H 0.61311 2.72333 1.72741  0.332
H 2.14947 3.63070 0.15158  0.276
H 2.95870 2.35083 0.83277  0.284
H 1.49488 2.68243 -2.30939  0.295
H 2.42749 -0.03575 2.04486  0.509
H 1.09260 -1.72006 2.65685  0.386
H -1.62368 0.08849 -0.13140  0.623
H -1.87982 0.16699 -2.61086  0.215
H -1.77325 -1.25203 -5.10622  0.313
H -0.02378 -3.61835 -5.05511  0.264
H 1.31441 -4.11328 -2.67390  0.254

Cartesian forces (eV/Å) of the 6 atoms listed first:
1.0 0.2 -0.3
3.2 -4.2 3.0
-3.2 2.8 -1.7
0.7 -1.0 -1.0
-1.6 0.4 1.0
1.1 -0.1 0.1

As for the total charge: 0. The calculation puts the LUMO energy at -0.00343 hartree. The value obtained for the HOMO-LUMO gap is 8.58 eV. The structure (SMILES) is [H]/N=C(\C)C[C@@]1(B(N)O)[C@H](Br)NC(=O)[C@@H]1c1ccccn1.

=====

This record from OMol25 describes 10 unconnected molecules or ions with the total composition C12H16BCl28NO7P in a non-equilibrium geometry. The level of theory is ωB97M-V/def2-TZVPD.

Each line ends with the Mulliken charge.
Atoms and positions in Å:
C 1.50080 2.68845 -1.26733  -0.490
O 1.39522 1.42713 -1.93400  -0.153
B 0.13787 1.20491 -2.42159  0.379
O -0.21230 1.66488 -3.68948  -0.272
C -0.95453 0.37307 -1.62590  1.086
Cl -1.05734 0.85033 0.09225  -0.165
N -2.27743 0.36833 -2.26479  -0.209
P -3.19950 1.70237 -2.02651  0.540
O -2.50996 2.99509 -1.81802  -0.634
O -4.26482 1.36216 -0.90139  -0.478
O -4.06698 1.77336 -3.38113  -0.550
C -0.39662 -1.13878 -1.64614  -0.284
O -1.18399 -2.00068 -2.02572  -0.731
O 0.81407 -1.23776 -1.32400  -0.615
H 0.56071 3.24356 -1.34282  0.404
H 2.31233 3.27536 -1.69218  0.336
H 1.65767 2.50267 -0.20392  -0.240
H -0.88689 2.34636 -3.54421  0.195
H -2.21400 0.14550 -3.24943  0.344
H -4.12151 1.91362 -0.12310  0.334
H -4.23041 2.71594 -3.51730  0.321
C 1.38630 -3.45850 0.61216  0.925
Cl -0.02556 -3.35185 1.66068  -0.163
Cl 2.87378 -3.58298 1.57864  -0.186
Cl 1.24522 -4.83009 -0.48662  -0.147
H 1.42371 -2.55265 0.00902  -0.415
C 4.83040 0.65857 -3.19252  -0.186
Cl 3.38036 0.69217 -4.18715  -0.035
Cl 5.46999 2.29712 -2.96517  -0.163
Cl 4.51252 -0.10352 -1.63944  -0.051
H 5.58476 0.07844 -3.70630  0.366
C 0.82449 3.00216 3.57144  0.082
Cl 1.36049 3.18982 1.90044  -0.140
Cl -0.72722 2.16938 3.64970  -0.096
Cl 2.03232 2.14109 4.52750  -0.141
H 0.69775 3.98727 4.00084  0.267
C 1.74201 3.56569 8.34097  -0.058
Cl 3.11403 2.47190 8.52026  -0.118
Cl 2.18198 4.96521 7.35773  -0.115
Cl 0.35722 2.72722 7.64759  -0.020
H 1.46579 3.92184 9.32382  0.327
C -0.98660 2.52725 -7.34695  -0.098
Cl 0.48658 1.63170 -6.99682  -0.067
Cl -2.14412 2.40636 -6.02358  -0.043
Cl -0.61986 4.22132 -7.70749  -0.150
H -1.44122 2.09289 -8.22653  0.343
C -3.36644 2.39526 7.99165  -0.004
Cl -3.37571 0.67860 8.39433  -0.057
Cl -2.83653 2.64542 6.33090  -0.069
Cl -4.96049 3.11130 8.26090  -0.150
H -2.66202 2.89086 8.64664  0.268
C -3.46876 -3.55786 9.03339  0.049
Cl -1.85126 -4.05571 9.53182  -0.122
Cl -3.94236 -2.06517 9.85183  -0.122
Cl -3.55595 -3.36382 7.28649  -0.099
H -4.16338 -4.33396 9.32396  0.300
C 3.51151 -3.47408 -4.28875  -0.110
Cl 4.77767 -4.17836 -3.27186  -0.149
Cl 2.74444 -4.73644 -5.27401  -0.108
Cl 2.33219 -2.61990 -3.32555  0.080
H 3.98067 -2.77200 -4.96580  0.267
C 0.28265 -7.09084 -6.68695  0.336
Cl 1.66619 -7.90045 -7.43271  -0.134
Cl -0.54222 -6.06262 -7.85740  -0.124
Cl -0.83018 -8.27108 -5.99510  -0.133
H 0.64758 -6.46271 -5.88487  0.040

Cartesian forces (eV/Å) of the 6 atoms listed first:
-0.3 -0.4 0.0
0.0 0.5 0.3
0.1 0.0 -0.1
0.3 0.4 0.5
0.4 -1.1 -0.4
-0.1 0.0 0.1

As for the total charge: -1. The calculation puts the LUMO energy at 0.05746 hartree. The value obtained for the HOMO-LUMO gap is 7.10 eV.

=====

This record from OMol25 describes a single C12H16BNO molecule in a non-equilibrium geometry. The level of theory is ωB97M-V/def2-TZVPD.

Each line ends with the Mulliken charge.
Atoms and positions in Å:
B 0.87410 -2.69737 -0.77801  0.260
C -4.00540 0.19358 0.27292  -0.433
C -3.28264 -0.82710 0.82543  -0.888
C -3.31475 1.22308 -0.37168  -0.757
C -1.89496 -0.86556 0.78498  -0.391
C -1.90336 1.20473 -0.48326  -0.464
C -1.18141 0.13639 0.08367  0.165
C 2.37310 1.38750 0.98616  -0.536
C 1.89094 1.81639 -0.43822  -0.568
C 2.59451 -0.16837 0.98498  -0.823
C 0.99192 0.75071 -1.12453  -1.120
C 1.23180 -0.89160 0.78729  0.315
C 0.28396 -0.08063 -0.10295  0.691
N -0.03254 -1.98878 -1.44101  -0.219
O 1.57392 -2.09134 0.25496  -0.687
H 1.46045 -3.75489 -0.90600  -0.143
H -5.04710 0.19039 0.41218  0.443
H -3.74730 -1.49430 1.46163  0.430
H -3.85807 1.93561 -0.99613  0.328
H -1.45025 -1.82400 1.00517  0.298
H -1.40005 1.93595 -0.91730  0.691
H 3.51662 1.82902 1.23728  0.304
H 1.62566 1.58160 1.74370  0.343
H 1.38597 2.80618 -0.49632  0.307
H 2.91393 1.98018 -1.11810  0.265
H 3.20906 -0.42510 0.15408  0.439
H 3.09821 -0.54492 2.04146  0.277
H 0.52218 1.25165 -1.93886  0.670
H 1.76176 0.06661 -1.62440  0.291
H 0.55796 -0.90620 1.71008  0.284
H -0.74822 -1.72939 -2.00918  0.227

Cartesian forces (eV/Å) of the 6 atoms listed first:
1.4 -1.0 0.1
1.4 1.0 -0.4
1.7 1.0 0.4
0.6 -0.3 -1.1
-0.5 0.2 -1.4
-2.6 -3.7 2.7

The value obtained for the energy above the lowest of the compared OMol25 structures with the same formula, charge and spin is 78.58 kcal/mol. As for the total charge: 0. The calculation puts the LUMO energy (alpha / beta) at -0.03183 / -0.03180 hartree. The value obtained for the HOMO-LUMO gap (alpha / beta) is 7.47 / 7.49 eV.

=====

This record from OMol25 describes a molecular structure, C12H16BrCl2NY in a non-equilibrium geometry. The level of theory is ωB97M-V/def2-TZVPD.

Each line ends with the Mulliken charge.
Atoms and positions in Å:
Y 1.10256 -0.14847 0.21263  0.951
Cl 1.28320 -2.63952 -0.16056  -0.665
Cl 2.18015 1.71844 1.55412  -0.619
C 2.62344 0.22324 -1.11428  -1.149
H 3.15097 1.17773 -1.12078  0.385
H 3.07916 -0.54466 -1.75676  0.298
C -0.18864 1.10010 -1.29011  -0.726
C 0.96617 0.63396 -1.89900  0.284
H -0.05420 1.84852 -0.48387  0.480
C 0.71679 -0.50524 -2.96630  -0.562
H 1.44834 1.46967 -2.44112  0.181
C -0.41782 -0.09276 -3.90862  -0.785
H 1.64252 -0.67905 -3.52667  0.360
H 0.48255 -1.45046 -2.44036  0.092
C -1.71210 0.15586 -3.14365  -0.575
H -0.12193 0.83006 -4.42585  0.322
H -0.58758 -0.86305 -4.67196  0.369
C -1.54209 1.10639 -1.93941  -0.735
H -2.47433 0.55480 -3.82407  0.297
H -2.11498 -0.79290 -2.76821  0.276
H -1.80851 2.12338 -2.26603  0.295
H -2.31037 0.85006 -1.19616  0.176
Br -0.14118 -3.34291 5.48195  -0.212
C -0.33817 -1.68008 4.58072  -0.284
C -0.79857 -0.55589 5.26286  -0.013
C -0.91187 0.64971 4.57343  -0.761
C -0.53946 0.69245 3.22455  -0.005
N -0.09558 -0.39283 2.56672  -0.204
C -0.00232 -1.57532 3.21716  0.010
H -1.05699 -0.63614 6.31601  0.418
H -1.26295 1.56225 5.04801  0.342
H -0.55404 1.63082 2.66100  0.347
H 0.35787 -2.42816 2.64461  0.413

Cartesian forces (eV/Å) of the 6 atoms listed first:
-2.3 -1.4 4.0
-0.2 -1.0 0.3
0.1 0.8 0.9
0.7 0.6 -2.2
0.1 -0.2 -0.2
-0.2 0.5 -0.2

The value obtained for the energy above the lowest of the compared OMol25 structures with the same formula, charge and spin is 3.73 kcal/mol. As for the total charge: -1. The calculation puts the LUMO energy at 0.08756 hartree. The value obtained for the HOMO-LUMO gap is 5.04 eV.